(1)
Molecular formula: C29H53AlBr2ClF11Li2N4O3
Method: DFT, ωB97M-V/def2-TZVPD

Properties
* HOMO: -10.10 eV
* strongest force on any atom: 3.29 eV/A
* total charge: +2
* total energy: -8544.7737 a.u.
* E_LUMO: -8.476 eV

Element x y z (Å)
C1 1.695 -1.161 6.051
C2 1.445 -2.427 6.885
C3 0.802 -3.606 6.123
C4 -0.679 -3.768 6.454
C5 -1.485 -2.498 6.145
C6 -1.784 -2.234 4.677
C7 -2.155 -0.779 4.391
C8 -1.189 -0.084 3.434
C9 -1.802 1.130 2.720
C10 -1.472 1.285 1.227
C11 -1.269 2.755 0.883
C12 -1.176 3.091 -0.622
C13 0.153 3.756 -1.027
C14 0.694 3.228 -2.362
C15 2.193 3.487 -2.575
C16 2.943 2.383 -3.314
F1 4.161 2.896 -3.747
C17 3.310 1.187 -2.449
N1 2.279 0.119 -2.625
C18 2.355 -0.585 -3.952
C19 1.063 -1.384 -4.191
F2 1.205 -2.235 -5.214
F3 0.090 -0.480 -4.495
C20 0.426 -2.245 -3.034
F4 -0.637 -2.839 -3.594
F5 -0.028 -1.432 -2.075
C21 1.276 -3.416 -2.416
F6 0.419 -4.285 -1.891
F7 1.968 -4.096 -3.413
C22 2.326 -3.034 -1.328
F8 3.325 -2.481 -2.035
F9 1.728 -2.180 -0.506
F10 2.722 -4.124 -0.739
C23 2.748 0.515 -5.009
N2 2.404 0.426 -6.449
C24 2.197 1.914 -4.587
C25 2.408 2.988 -5.675
C26 1.282 3.160 -6.693
C27 -0.144 2.853 -6.317
N3 1.501 3.543 -7.880
H1 2.739 -0.868 6.072
H2 1.442 -1.317 5.006
H3 1.088 -0.326 6.401
H4 2.394 -2.766 7.292
H5 0.810 -2.194 7.745
H6 1.310 -4.522 6.419
H7 0.934 -3.493 5.051
H8 -0.777 -4.052 7.514
H9 -1.105 -4.577 5.853
H10 -2.488 -2.512 6.630
H11 -0.953 -1.630 6.539
H12 -0.870 -2.486 4.133
H13 -2.570 -2.897 4.319
H14 -2.178 -0.251 5.354
H15 -3.180 -0.818 3.978
H16 -0.874 -0.817 2.687
H17 -0.290 0.238 3.963
H18 -1.478 2.032 3.241
H19 -2.885 1.085 2.826
H20 -2.280 0.832 0.649
H21 -0.571 0.709 0.982
H22 -2.120 3.301 1.283
H23 -0.361 3.070 1.397
H24 -2.026 3.722 -0.872
H25 -1.308 2.169 -1.197
H26 0.879 3.612 -0.229
H27 -0.036 4.815 -1.188
H28 0.434 2.169 -2.462
H29 0.132 3.734 -3.148
H30 2.633 3.582 -1.580
H31 2.405 4.431 -3.070
H32 4.280 0.804 -2.761
H33 3.407 1.405 -1.389
H34 2.388 -0.519 -1.831
H35 1.347 0.531 -2.518
H36 3.176 -1.286 -3.954
H37 3.839 0.572 -5.040
H38 3.332 0.882 -7.066
H39 1.468 0.795 -6.641
H40 1.132 1.792 -4.419
H41 2.587 3.962 -5.223
H42 3.313 2.764 -6.238
H43 -0.323 2.897 -5.244
H44 -0.418 1.844 -6.636
H45 -0.817 3.554 -6.797
H46 2.492 3.702 -8.059
Cl1 1.808 -0.791 -7.657
Li1 -3.547 -3.540 7.605
Br1 4.508 -2.404 0.759
Li2 -2.404 -1.773 9.383
C28 -3.666 -5.790 3.002
O1 -4.889 -5.096 3.148
H47 -3.279 -5.929 4.012
H48 -3.794 -6.775 2.543
H49 -2.934 -5.216 2.423
H50 -5.265 -4.942 2.279
C29 -5.856 4.957 2.315
N4 -4.513 4.510 1.858
O2 -4.288 4.503 0.668
O3 -3.721 4.178 2.714
H51 -6.442 5.217 1.443
H52 -6.300 4.132 2.863
H53 -5.707 5.813 2.966
F11 -4.354 -2.066 3.530
Al1 2.438 -6.025 -4.777
Br2 4.850 0.014 -7.624

Atomic forces in eV per Å
C -0.3 0.0 0.0
C 0.2 -0.2 -0.3
C 0.1 0.1 0.6
C -0.6 0.1 -0.5
C 0.8 -0.2 -0.1
C 0.4 0.0 -0.1
C -0.1 -0.1 0.1
C -0.2 0.0 -0.2
C 0.1 0.0 0.2
C 0.2 -0.3 0.2
C -0.4 -0.1 -0.5
C 0.2 -0.3 0.3
C -0.5 -0.2 -0.5
C 0.0 0.5 -0.1
C 0.1 -0.3 0.6
C -0.4 0.2 -0.4
F 0.1 -0.1 0.3
C 0.4 0.2 0.1
N 0.0 -0.4 0.2
C 0.3 0.0 -0.8
C -0.3 0.4 0.4
F 0.3 0.1 -0.2
F -0.1 -0.1 -0.2
C 0.2 -0.3 -0.6
F -0.1 0.0 -0.2
F 0.1 0.2 0.1
C -0.4 0.1 0.9
F -0.1 0.0 -0.1
F -0.1 0.1 -0.3
C -0.2 -0.5 -0.4
F 0.1 0.4 0.1
F 0.4 0.0 -0.1
F -0.3 -0.3 -0.1
C -0.2 0.1 0.0
N -2.9 0.2 -1.6
C 0.6 0.0 -0.3
C -0.3 -0.1 -0.3
C 0.1 0.0 -0.3
C 0.0 0.0 0.4
N -0.1 0.0 0.2
H 0.1 0.1 0.1
H 0.0 0.0 -0.1
H 0.1 0.1 0.0
H 0.0 0.0 0.1
H 0.1 0.0 0.2
H 0.0 -0.1 -0.1
H 0.0 0.0 -0.1
H 0.1 -0.1 0.1
H 0.0 -0.2 0.1
H -0.5 0.4 0.5
H -0.1 0.1 0.3
H 0.1 -0.1 0.0
H -0.2 0.1 -0.1
H -0.2 0.3 0.0
H 0.2 0.0 0.1
H 0.0 0.0 -0.1
H 0.2 -0.1 0.0
H -0.1 0.1 0.0
H -0.1 0.1 0.0
H 0.0 0.1 -0.2
H 0.1 0.0 0.0
H 0.2 0.1 0.2
H 0.0 0.3 0.1
H 0.0 0.1 -0.2
H 0.0 -0.1 0.0
H 0.2 0.1 0.0
H 0.3 0.2 0.4
H 0.0 -0.2 0.1
H -0.1 -0.2 -0.2
H 0.3 0.0 0.0
H -0.2 0.1 -0.1
H 0.0 -0.2 -0.1
H -0.3 0.0 0.1
H 0.1 -0.3 0.0
H 0.0 0.1 0.0
H 0.2 -0.2 0.4
H 0.1 -0.3 0.1
H 0.3 -1.3 0.1
H 0.4 1.5 1.0
H -0.1 0.1 0.3
H -0.1 0.0 0.2
H 0.2 0.1 0.1
H 0.0 0.1 0.1
H -0.1 0.0 -0.1
H 0.0 0.0 -0.2
H 0.1 0.0 0.0
Cl 0.9 -0.8 0.9
Li -0.5 -0.8 -1.3
Br 0.2 0.5 0.2
Li 0.6 0.7 0.2
C -0.2 0.2 0.0
O 0.1 -0.4 0.1
H 0.1 -0.1 0.0
H 0.0 0.0 0.0
H 0.0 0.0 0.0
H 0.0 0.2 0.0
C -0.1 0.0 -0.1
N -0.1 0.0 0.1
O 0.0 0.0 -0.2
O 0.0 0.0 0.2
H 0.0 0.0 0.0
H 0.0 0.0 0.1
H 0.0 0.0 0.1
F -0.2 -0.1 0.3
Al 0.1 -0.1 0.0
Br 0.7 0.6 0.0

***

(2)
Molecular formula: C29H53BeBr2ClF2KN4O11
Method: DFT, ωB97M-V/def2-TZVPD

Properties
* HOMO: -9.29 eV
* strongest force on any atom: 1.41 eV/A
* total charge: +1
* total energy: -8605.3725 a.u.
* E_LUMO: -7.384 eV

Element x y z (Å)
C1 2.722 0.769 0.541
C2 1.959 2.033 0.457
Br1 2.741 3.473 -0.549
C3 0.798 2.271 1.038
Br2 -0.040 0.880 1.992
C4 0.105 3.546 1.041
C5 0.432 4.493 2.018
C6 -0.253 5.680 1.996
O1 0.020 6.646 2.924
C7 -1.213 5.926 0.985
N1 -1.485 5.004 0.085
N2 -0.837 3.863 0.153
C8 -1.191 2.836 -0.881
C9 -2.502 3.121 -1.577
C10 -3.794 2.972 -0.729
C11 -3.637 2.446 0.702
C12 -5.028 2.022 1.290
N3 -5.208 0.582 1.441
H1 3.695 0.879 0.082
H2 2.190 -0.018 0.018
H3 2.857 0.475 1.580
H4 1.184 4.269 2.761
H5 -0.783 6.919 3.379
H6 -1.743 6.873 0.914
H7 -1.227 1.854 -0.430
H8 -0.394 2.877 -1.621
H9 -2.558 2.382 -2.373
H10 -2.495 4.084 -2.078
H11 -4.259 3.958 -0.653
H12 -4.522 2.339 -1.229
H13 -3.216 3.206 1.376
H14 -3.021 1.551 0.755
H15 -5.210 2.520 2.242
H16 -5.774 2.382 0.583
H17 -4.626 0.273 2.211
H18 -4.848 0.133 0.606
F1 4.304 2.966 1.310
K1 -3.253 5.389 2.587
Cl1 0.831 0.792 -1.947
Be1 4.693 4.129 -1.730
C13 1.020 -2.879 -0.607
C14 -0.475 -3.045 -0.788
O2 -0.994 -4.072 -1.141
C15 -1.260 -1.791 -0.490
H19 1.532 -3.818 -0.840
H20 1.389 -2.097 -1.273
H21 1.241 -2.609 0.426
H22 -0.920 -0.993 -1.156
H23 -1.087 -1.502 0.548
H24 -2.325 -1.962 -0.644
C16 0.689 -5.756 -5.322
O3 1.383 -5.876 -6.313
N4 0.372 -6.756 -4.481
C17 -0.463 -6.545 -3.310
C18 0.883 -8.087 -4.759
H25 0.252 -4.787 -5.023
H26 0.093 -6.813 -2.410
H27 -1.359 -7.168 -3.374
H28 -0.763 -5.504 -3.240
H29 1.974 -8.073 -4.775
H30 0.536 -8.424 -5.736
H31 0.538 -8.776 -3.992
C19 5.135 1.740 4.882
C20 6.348 1.251 4.123
O4 7.412 2.214 4.146
C21 8.107 2.269 5.278
O5 7.936 1.585 6.254
O6 9.034 3.220 5.150
C22 9.817 3.438 6.326
H32 4.824 2.715 4.502
H33 4.309 1.037 4.773
H34 5.353 1.853 5.944
H35 6.093 1.115 3.074
H36 6.701 0.294 4.506
H37 10.254 2.509 6.683
H38 9.206 3.889 7.106
H39 10.609 4.126 6.046
C23 -4.767 -10.487 -2.279
C24 -4.818 -9.024 -2.687
O7 -3.816 -8.649 -3.614
C25 -3.824 -9.330 -4.857
C26 -5.110 -9.165 -5.647
H40 -3.792 -10.730 -1.854
H41 -5.535 -10.695 -1.533
H42 -4.936 -11.155 -3.124
H43 -4.651 -8.399 -1.810
H44 -5.811 -8.766 -3.072
H45 -3.594 -10.392 -4.711
H46 -2.995 -8.907 -5.425
H47 -5.971 -9.581 -5.122
H48 -5.028 -9.675 -6.607
H49 -5.312 -8.108 -5.829
C27 -0.584 9.777 1.481
C28 0.337 10.885 1.949
O8 -0.579 11.855 2.418
C29 -1.696 11.209 2.838
O9 -2.546 11.670 3.509
O10 -1.704 9.917 2.369
F2 1.057 11.398 0.931
H50 -0.911 9.936 0.452
H51 -0.132 8.792 1.571
H52 1.012 10.603 2.760
O11 3.627 -3.559 -1.385
H53 3.270 -4.135 -2.083

Atomic forces in eV per Å
C 0.4 -0.2 -0.1
C 0.8 -0.7 0.3
Br -0.6 0.4 -0.6
C 0.0 -0.2 -0.2
Br -0.3 0.1 0.2
C 0.5 0.8 0.8
C -0.3 0.1 -0.2
C 0.0 0.9 0.3
O 0.0 -0.5 -0.1
C 1.2 -0.7 -0.2
N -0.1 0.3 0.4
N -0.6 -0.8 -0.7
C -0.7 0.8 -0.7
C -0.6 -0.3 0.1
C 0.5 0.6 0.5
C -1.0 -0.3 0.2
C 0.3 0.0 -0.6
N 0.3 0.6 0.2
H 0.1 0.0 0.1
H -0.2 0.0 -0.1
H 0.1 0.2 0.1
H 0.1 0.0 0.0
H 0.1 0.5 0.1
H 0.1 0.0 -0.2
H 0.5 0.0 0.2
H 0.3 -0.4 0.1
H 0.3 -0.1 -0.1
H 0.1 0.1 0.0
H -0.2 0.0 -0.1
H 0.0 -0.1 -0.2
H 0.4 -0.1 -0.1
H 0.4 0.1 0.0
H -0.1 -0.1 0.2
H -0.3 0.1 0.1
H -0.1 -0.3 0.0
H -0.2 -0.2 0.0
F -0.2 0.1 -0.4
K -1.1 -0.3 0.6
Cl -0.1 0.0 -0.4
Be 0.0 -0.4 0.7
C 0.1 -0.2 -0.1
C 0.2 0.0 0.0
O -0.1 0.0 0.0
C -0.5 0.0 -0.1
H 0.0 0.0 0.1
H -0.1 0.1 0.1
H 0.1 0.1 0.0
H 0.2 0.1 0.2
H 0.1 0.1 -0.1
H 0.0 -0.1 0.0
C 0.0 0.1 -0.1
O 0.0 0.0 0.0
N -0.1 0.0 0.1
C 0.1 -0.3 -0.2
C 0.0 0.1 -0.1
H 0.0 0.0 0.0
H -0.1 0.1 0.1
H 0.0 0.0 0.1
H 0.0 0.0 0.0
H 0.0 -0.1 0.0
H 0.0 -0.1 0.0
H 0.0 0.0 0.0
C 0.0 0.3 0.2
C -0.4 -0.3 -0.1
O 0.0 0.0 -0.1
C 0.0 0.0 0.0
O 0.0 0.0 0.0
O 0.0 0.0 0.0
C 0.2 0.1 0.1
H 0.0 -0.1 -0.2
H 0.0 0.0 -0.1
H 0.0 -0.1 0.0
H 0.1 0.2 -0.1
H 0.1 0.1 0.1
H -0.1 0.0 0.0
H 0.0 -0.1 0.0
H -0.1 0.0 -0.1
C 0.1 0.0 -0.1
C -0.1 -0.1 0.1
O 0.2 0.2 0.0
C 0.0 -0.1 -0.1
C -0.1 0.1 0.1
H 0.0 0.0 0.0
H 0.0 0.0 0.0
H -0.1 0.0 0.0
H 0.1 0.1 0.0
H 0.0 0.0 0.0
H 0.0 0.0 0.0
H 0.0 0.0 0.1
H 0.0 -0.1 0.0
H 0.0 0.0 0.0
H 0.0 0.0 0.0
C -0.1 -0.2 0.0
C 0.0 0.2 -0.3
O 0.0 -0.3 0.2
C -0.2 0.2 0.0
O -0.1 0.0 0.0
O 0.4 -0.1 -0.1
F 0.0 0.0 0.0
H 0.1 0.2 0.0
H -0.1 0.0 0.2
H 0.1 0.0 -0.1
O -0.2 0.0 0.0
H 0.1 0.0 0.0

***

(3)
Molecular formula: C29H53Cl2N2O4P2Si4Ta
Method: DFT, ωB97M-V/def2-TZVPD

Properties
* HOMO (alpha / beta): -5.69 / -5.69 eV
* strongest force on any atom: 2.58 eV/A
* total charge: 0
* total energy: -4365.4977 a.u.
* E_LUMO (alpha / beta): -3.119 / -3.118 eV

Element x y z (Å)
Ta1 0.005 -0.068 0.486
O1 -1.131 2.656 -5.232
C1 -0.204 3.541 -5.837
O2 -0.324 0.233 -6.036
C2 0.703 -0.515 -6.636
H1 0.438 3.025 -6.580
H2 0.452 3.798 -4.997
H3 -0.696 4.429 -6.289
H4 0.350 -1.213 -7.425
H5 1.160 -1.030 -5.763
H6 1.456 0.198 -7.048
C3 -1.985 1.903 -6.118
C4 -1.225 0.849 -6.932
H7 -2.533 2.582 -6.818
H8 -2.707 1.380 -5.465
H9 -0.761 1.336 -7.816
H10 -1.955 0.086 -7.273
Cl1 0.976 -2.328 -3.722
Cl2 2.492 1.968 -5.940
N1 0.102 -2.072 0.831
P1 -2.333 -0.379 -0.564
P2 2.405 -0.318 -0.503
C5 3.005 -1.728 0.475
C6 2.910 1.174 0.443
C7 -2.830 -1.514 0.807
C8 -2.966 1.289 -0.178
Si1 -1.609 2.586 0.222
H11 -3.678 1.212 0.655
H12 -3.538 1.623 -1.056
C9 -1.910 3.262 1.950
C10 -1.870 4.104 -0.867
Si2 1.590 2.576 0.413
H13 3.864 1.558 0.047
H14 3.107 0.896 1.488
C11 2.111 3.859 -0.843
C12 1.662 3.418 2.084
Si3 1.640 -2.443 1.589
H15 3.882 -1.417 1.065
H16 3.316 -2.542 -0.194
C13 1.936 -1.737 3.307
C14 1.795 -4.285 1.802
Si4 -1.443 -2.726 1.280
H17 -3.690 -2.099 0.447
H18 -3.178 -0.948 1.684
C15 3.405 -0.282 -2.030
C16 4.018 0.895 -2.504
H19 3.877 1.848 -1.981
C17 4.822 0.843 -3.629
H20 5.203 1.774 -4.058
C18 5.116 -0.375 -4.252
H21 5.790 -0.407 -5.102
C19 4.526 -1.550 -3.756
H22 4.733 -2.510 -4.231
C20 3.677 -1.497 -2.675
H23 3.156 -2.403 -2.340
C21 -3.313 -1.122 -1.929
C22 -2.716 -2.166 -2.655
H24 -1.625 -2.288 -2.649
C23 -3.523 -3.016 -3.426
H25 -3.066 -3.866 -3.915
C24 -4.890 -2.748 -3.586
H26 -5.503 -3.392 -4.225
C25 -5.448 -1.639 -2.949
H27 -6.494 -1.395 -3.106
C26 -4.679 -0.823 -2.112
H28 -5.122 0.047 -1.625
H29 1.659 -4.796 0.844
H30 1.042 -4.644 2.513
H31 2.793 -4.506 2.208
H32 2.148 -0.661 3.330
H33 2.802 -2.252 3.749
H34 1.081 -1.933 3.965
C27 -1.614 -4.310 0.328
C28 -1.630 -3.047 3.114
H35 -1.234 -4.177 -0.692
H36 -2.671 -4.612 0.308
H37 -1.014 -5.068 0.847
H38 -1.634 -2.114 3.696
H39 -0.825 -3.701 3.469
H40 -2.598 -3.557 3.287
H41 -2.402 3.849 -1.791
H42 -0.906 4.558 -1.125
H43 -2.470 4.874 -0.355
H44 -1.454 2.645 2.736
H45 -3.001 3.292 2.099
H46 -1.506 4.285 2.010
H47 3.084 4.300 -0.581
H48 1.379 4.675 -0.858
H49 2.198 3.428 -1.849
H50 1.282 2.764 2.883
H51 1.079 4.351 2.050
H52 2.720 3.661 2.265
N2 0.005 1.930 0.055
O3 -1.490 0.236 4.067
C29 -0.400 0.574 3.643
O4 -0.013 0.367 2.333
H53 0.389 1.107 4.251

Atomic forces in eV per Å
Ta 0.0 -0.5 -1.7
O -1.4 -0.5 -0.5
C 0.2 -0.4 -0.2
O -1.0 0.3 -0.6
C 1.1 0.2 0.2
H -0.4 0.4 0.5
H 0.0 0.3 -0.5
H 0.0 -0.2 0.3
H -0.1 0.1 0.4
H -0.2 0.0 -1.0
H -0.5 -0.7 0.1
C 0.5 0.5 0.3
C 0.2 0.0 0.6
H 0.2 -0.3 0.4
H 0.2 0.3 -0.1
H 0.2 -0.4 0.4
H 0.1 0.3 -0.3
Cl -0.6 -0.2 1.0
Cl 1.0 0.3 0.3
N 0.5 2.1 0.1
P -1.2 -0.1 0.3
P 1.4 0.3 0.1
C -0.3 -0.4 0.2
C -0.3 0.1 0.1
C -0.1 0.3 0.0
C -0.1 -0.2 0.0
Si -0.3 2.0 -0.2
H 0.2 0.0 -0.1
H 0.3 0.1 0.1
C 0.2 -0.4 0.0
C -0.2 -0.3 -0.2
Si 0.9 1.4 -0.3
H -0.3 -0.1 0.1
H -0.1 -0.1 -0.1
C 0.0 -0.2 -0.1
C -0.2 -0.2 -0.1
Si 0.6 -0.8 0.3
H -0.2 -0.1 -0.3
H -0.1 0.3 -0.1
C -0.2 0.2 0.2
C 0.1 0.1 -0.2
Si -0.5 -1.1 0.3
H 0.2 0.2 0.1
H 0.3 0.0 -0.1
C 0.2 0.1 -0.1
C -0.5 0.0 0.4
H -0.1 -0.3 -0.5
C 0.3 0.2 -0.4
H -0.1 -0.4 0.2
C -0.7 -0.2 0.7
H -0.2 0.0 0.0
C 0.8 0.4 -0.5
H -0.1 0.3 0.1
C -0.9 -0.4 0.7
H 0.3 0.4 -0.3
C 0.5 -0.3 -0.9
C -0.2 0.0 0.1
H -0.2 -0.2 0.0
C -0.2 0.5 0.1
H 0.0 0.1 -0.1
C 0.5 -0.1 0.2
H 0.2 0.3 0.3
C 0.2 0.3 0.2
H 0.1 0.0 0.0
C 0.4 -0.1 0.1
H 0.0 -0.3 -0.1
H 0.1 -0.1 0.2
H 0.2 0.0 -0.1
H -0.3 -0.1 -0.1
H 0.0 -0.2 0.0
H -0.2 0.1 -0.2
H 0.1 0.0 0.0
C -0.2 0.2 0.1
C -0.1 0.1 0.0
H -0.1 -0.1 0.1
H 0.3 -0.1 -0.1
H -0.2 0.0 -0.2
H 0.0 -0.3 -0.1
H -0.2 0.1 0.1
H 0.4 0.2 -0.1
H 0.3 0.1 0.0
H -0.2 -0.1 -0.1
H 0.2 -0.3 0.0
H -0.3 0.3 -0.1
H 0.3 0.1 0.1
H -0.2 -0.4 0.0
H -0.2 -0.2 0.0
H 0.1 -0.1 -0.1
H -0.1 0.2 0.1
H 0.2 0.4 -0.1
H 0.2 -0.3 0.2
H -0.3 0.0 0.1
N -0.2 -1.9 -0.1
O 2.3 0.7 -0.9
C -1.4 -0.5 0.0
O -0.3 0.3 1.9
H -0.7 -0.6 -0.7